{"formula": "C38H96BN6O24", "method": "ωB97M-V/def2-TZVPD", "e_above_lowest_ev": 0.049, "mol_weight_g_mol": 1032.0, "total_energy_ha": -3664.633212, "homo_energy_ev": -6.374, "lumo_energy_ha": 0.063, "homo_lumo_gap_ev": 8.10, "charge": -1, "symbols": ["O", "C", "O", "B", "O", "C", "O", "O", "C", "O", "C", "O", "O", "C", "C", "C", "O", "C", "N", "H", "H", "H", "H", "H", "H", "H", "H", "H", "H", "H", "C", "C", "C", "O", "C", "N", "H", "H", "H", "H", "H", "H", "H", "H", "H", "H", "H", "C", "C", "C", "O", "C", "N", "H", "H", "H", "H", "H", "H", "H", "H", "H", "H", "H", "C", "C", "C", "O", "C", "N", "H", "H", "H", "H", "H", "H", "H", "H", "H", "H", "H", "C", "C", "C", "O", "C", "N", "H", "H", "H", "H", "H", "H", "H", "H", "H", "H", "H", "C", "C", "C", "O", "C", "N", "H", "H", "H", "H", "H", "H", "H", "H", "H", "H", "H", "C", "C", "O", "O", "H", "H", "H", "H", "H", "H", "C", "C", "O", "O", "H", "H", "H", "H", "H", "H", "C", "C", "O", "O", "H", "H", "H", "H", "H", "H", "C", "C", "O", "O", "H", "H", "H", "H", "H", "H", "C", "C", "O", "O", "H", "H", "H", "H", "H", "H"], "coordinates": [[2.0168, 2.2779, -1.7035], [1.2189, 1.4364, -1.4283], [1.4778, 0.1613, -1.1604], [0.2915, -0.5497, -0.6388], [-0.7906, 0.4725, -0.6057], [-0.3502, 1.6098, -1.1789], [-0.9958, 2.6630, -1.2166], [0.4383, -1.2775, 0.6142], [0.2044, -2.5814, 0.4197], [0.3919, -3.4510, 1.2640], [-0.1240, -2.7764, -0.9936], [-0.0936, -1.5983, -1.5834], [-0.3508, -3.8977, -1.4932], [2.3273, 1.7319, 3.1894], [2.0934, 1.3529, 4.6461], [1.3473, 0.0525, 4.7035], [2.0923, -1.0870, 4.1333], [1.3329, -2.3033, 4.0154], [3.3332, 1.2076, 5.3040], [2.6198, 2.7819, 3.1756], [1.4672, 1.4976, 2.5623], [3.1604, 1.1272, 2.8312], [1.4948, 2.1937, 4.9966], [0.3916, 0.1816, 4.1956], [1.1476, -0.2688, 5.7258], [0.3795, -2.0540, 3.5495], [1.1439, -2.6629, 5.0269], [1.9279, -3.0600, 3.5041], [3.7752, 0.4036, 4.8817], [3.2487, 0.8666, 6.2510], [3.9507, -0.7111, -3.7405], [4.8222, 0.4188, -3.0640], [4.5661, 1.8496, -3.7187], [5.1498, 1.8082, -5.0485], [4.9543, 2.9961, -5.7971], [4.4658, 0.4013, -1.6725], [4.1799, -1.6584, -3.2526], [4.2725, -0.8551, -4.7719], [2.8761, -0.5301, -3.7138], [5.8625, 0.1643, -3.2671], [5.0038, 2.6914, -3.1822], [3.5331, 2.0596, -3.9957], [5.4432, 3.8376, -5.3061], [3.9793, 3.3231, -6.1585], [5.5164, 2.8495, -6.7193], [3.4664, 0.4394, -1.5318], [4.7714, 1.2772, -1.2731], [1.2222, 5.4960, -0.4391], [1.7487, 6.2480, 0.8239], [1.8532, 5.2720, 2.0558], [2.3390, 6.0185, 3.1878], [2.3953, 5.2905, 4.4154], [3.0544, 6.7454, 0.3843], [1.1916, 6.1339, -1.3224], [0.2301, 5.0615, -0.3169], [1.8685, 4.6853, -0.7755], [1.0879, 7.1023, 0.9707], [2.5679, 4.4768, 1.8438], [0.8607, 4.9249, 2.3432], [2.8600, 5.9193, 5.1749], [2.9970, 4.3819, 4.4387], [1.4077, 5.0494, 4.8087], [3.6337, 6.9757, 1.1789], [2.8948, 7.6623, -0.0082], [-4.0776, -0.3369, -0.6068], [-5.3390, -1.1998, -0.8336], [-6.5270, -0.4466, -0.2899], [-7.6514, -1.2803, -0.4158], [-8.8435, -0.7526, 0.0938], [-5.4510, -1.6193, -2.2233], [-3.1533, -0.7518, -1.0089], [-3.9028, -0.1800, 0.4576], [-4.2017, 0.6470, -1.0591], [-5.2746, -2.1174, -0.2488], [-6.5878, 0.5355, -0.7588], [-6.3524, -0.2330, 0.7646], [-9.5060, -1.6176, 0.1257], [-9.2433, 0.0350, -0.5450], [-8.6730, -0.3166, 1.0782], [-6.1409, -2.3187, -2.4580], [-4.6192, -2.1406, -2.4609], [6.2748, 6.3463, -1.2857], [5.6445, 4.9681, -1.2655], [5.6516, 4.2462, 0.1136], [5.4759, 2.8739, -0.1556], [5.5533, 2.0328, 0.9533], [4.2280, 5.0174, -1.6628], [5.8554, 7.0622, -0.5787], [6.1669, 6.7367, -2.2976], [7.3208, 6.2640, -0.9903], [6.0312, 4.2918, -2.0278], [4.9270, 4.6629, 0.8132], [6.6179, 4.2635, 0.6177], [6.5757, 1.7450, 1.1981], [5.0583, 1.1074, 0.6587], [5.0316, 2.3406, 1.8595], [3.8530, 4.0977, -1.4797], [3.8168, 5.6214, -0.9655], [-4.1739, -4.9266, -1.6337], [-3.4744, -4.5049, -2.9143], [-4.2960, -5.0297, -4.0991], [-4.0851, -6.4720, -4.1557], [-4.9571, -7.2039, -5.0145], [-3.3648, -3.0744, -2.9583], [-3.6557, -4.5589, -0.7481], [-4.2567, -6.0135, -1.6301], [-5.1679, -4.4804, -1.6031], [-2.4807, -4.9414, -3.0157], [-3.9367, -4.6809, -5.0673], [-5.3819, -4.9554, -4.0404], [-4.4500, -7.1930, -5.9793], [-5.9314, -6.7162, -5.0473], [-5.1048, -8.2535, -4.7605], [-3.0169, -2.8557, -3.8809], [-2.6611, -2.8176, -2.2808], [-3.4842, 5.5522, 1.5928], [-3.0111, 4.1453, 1.0117], [-3.1207, 4.0811, -0.4002], [-2.4284, 6.4197, 1.4317], [-3.7111, 5.5856, 2.6583], [-4.4089, 5.9024, 1.1341], [-3.6052, 3.4147, 1.5607], [-1.9722, 4.0177, 1.3162], [-2.5961, 3.3661, -0.7678], [-2.7058, 7.3323, 1.3226], [-0.0778, -2.1574, -4.8706], [-1.2632, -1.1880, -4.9537], [-2.3842, -1.9177, -5.5005], [0.3522, -2.4788, -6.2032], [-0.2638, -3.0916, -4.3407], [0.7554, -1.6931, -4.3432], [-1.0787, -0.3090, -5.5713], [-1.6226, -0.9723, -3.9475], [-2.9683, -1.2696, -5.9011], [-0.4859, -2.7410, -6.5910], [-1.6666, 0.6779, 2.6082], [-2.2317, -0.0848, 3.8207], [-3.6034, 0.1986, 4.1213], [-1.2031, 1.9918, 3.0016], [-2.4300, 0.8841, 1.8580], [-0.8979, -0.0471, 2.3409], [-1.6005, -0.1131, 4.7089], [-2.1973, -1.1266, 3.5023], [-4.1356, -0.5160, 3.7640], [-1.8201, 2.5033, 3.5302], [-1.5911, -4.8942, 4.3275], [-0.9184, -5.2863, 5.6476], [-1.7883, -5.6547, 6.5925], [-2.3097, -5.9276, 3.6923], [-0.7782, -4.6283, 3.6517], [-2.1849, -3.9810, 4.3687], [-0.1674, -4.5722, 5.9856], [-0.2325, -6.1212, 5.5039], [-1.1888, -5.9528, 7.2804], [-2.6920, -6.4863, 4.3730], [1.5112, -6.5750, 1.3715], [1.0566, -6.5420, -0.1068], [-0.3810, -6.3977, -0.2244], [1.3201, -7.7974, 2.0510], [0.9583, -5.8009, 1.9037], [2.5748, -6.3388, 1.3406], [1.3941, -7.4172, -0.6620], [1.5441, -5.7041, -0.6052], [-0.4309, -5.4391, -0.2423], [0.3843, -8.0106, 2.0321]]}